No. 1
The following is a DFT calculation (the ωB97M-V functional and the def2-TZVPD basis) of one molecule with the formula C9H10N2O2 at a distorted geometry.

```
23
Properties=species:S:1:pos:R:3:lowdin_charge:R:1
C -3.7085 -0.8510 -0.0833 -0.088
O -3.1192 0.4286 -0.2335 -0.103
C -1.7696 0.5484 -0.1567 -0.280
C -1.2789 1.8709 -0.1070 0.013
C 0.1003 2.0620 0.0946 -0.009
C 0.9570 0.9691 0.1308 -0.214
C 0.5068 -0.3361 0.1089 -0.143
C -0.8964 -0.5657 -0.0309 0.042
C 1.4698 -1.5101 0.2505 -0.079
N 2.8053 -1.0839 -0.3031 0.090
C 3.3188 0.1631 -0.1530 -0.528
O 4.5145 0.4587 -0.2911 0.026
N 2.3621 1.1580 0.1516 0.136
H -3.4877 -1.2568 0.9277 0.098
H -3.2520 -1.6288 -0.7877 0.108
H -4.7743 -0.7066 -0.2029 0.087
H -2.0144 2.6973 -0.2056 0.129
H 0.5718 3.0250 0.1305 0.107
H -1.2721 -1.5706 0.0135 0.094
H 1.6049 -1.8580 1.3034 0.133
H 1.0750 -2.3033 -0.3877 0.117
H 3.4900 -1.7842 -0.3086 0.117
H 2.7967 2.0739 0.1396 0.147
```

Values from the calculation:
Relative energy (zero: lowest compared OMol25 entry of this formula, charge and spin) = 0.0 kJ/mol
SMILES string = COc1ccc2c(c1)CNC(=O)N2
Maximum force = 1.96 eV Å⁻¹
E_LUMO = 0.660 eV
Orbital gap = 8.62 eV
M = 178.19 g/mol

No. 2
The following is a DFT calculation (the ωB97M-V functional and the def2-TZVPD basis) of an isolated ion of composition C6H16NO and charge +2 at a distorted geometry.

```
24
Properties=species:S:1:pos:R:3:lowdin_charge:R:1
C 0.4102 -1.6662 -1.5105 -0.050
O -0.0121 -2.8969 -1.1629 0.230
C -0.3609 -0.5971 -0.6213 -0.179
C 0.6064 0.3438 0.0422 -0.142
C 0.1732 1.8214 0.3687 -0.346
C 1.4596 2.6095 0.6393 -0.034
C -0.7390 1.8125 1.6079 -0.038
N -1.2760 -1.2008 0.3967 0.273
H 1.4753 -1.6642 -1.1741 0.234
H 0.3787 -1.6028 -2.6045 0.187
H 0.0061 -3.5762 -1.8837 0.218
H -0.8424 -0.0209 -1.3783 0.179
H 1.4611 0.5166 -0.5563 0.108
H 1.1040 -0.0424 0.9441 0.164
H -0.3615 2.2396 -0.4728 0.139
H 1.4166 3.6725 0.4333 0.105
H 1.7189 2.5073 1.6956 0.097
H 2.3034 2.2039 0.1296 0.074
H -0.1482 1.9045 2.5063 0.092
H -1.5272 2.5681 1.6741 0.109
H -1.2440 0.8702 1.8666 0.052
H -2.1546 -1.4978 -0.0457 0.199
H -0.8603 -2.0520 0.7911 0.188
H -1.4719 -0.4621 1.0864 0.139
```

Values from the calculation:
Net charge = +2
Multiplicity = 2
Relative energy (zero: lowest compared OMol25 entry of this formula, charge and spin) = 329.2 kJ/mol
Maximum force = 2.31 eV Å⁻¹
E_LUMO (alpha / beta) = -7.840 / -14.509 eV
Orbital gap (alpha / beta) = 11.03 / 4.33 eV
M = 118.20 g/mol

No. 3
The following is a DFT calculation (the ωB97M-V functional and the def2-TZVPD basis) of one molecule with the formula C6H10.

```
16
Properties=species:S:1:pos:R:3:lowdin_charge:R:1
C 0.5132 2.1112 1.7088 -0.006
C 1.0563 1.2275 0.9187 -0.117
C 1.1560 0.2110 0.1110 -0.090
C -0.2247 -0.3279 -0.2660 -0.452
C -0.5818 -0.0622 -1.7216 -0.078
C -0.3589 -1.7683 0.2200 -0.079
H 0.3662 3.1366 1.3940 0.055
H 0.1059 1.7808 2.6589 0.062
H 2.0995 -0.2551 -0.1792 0.114
H -0.9303 0.2608 0.3317 0.122
H -1.6008 -0.3988 -1.9454 0.076
H 0.1161 -0.5504 -2.4082 0.078
H -0.5391 1.0192 -1.8995 0.080
H -0.2015 -1.7964 1.3057 0.080
H -1.3600 -2.1640 0.0167 0.077
H 0.3838 -2.4242 -0.2454 0.078
```

Values from the calculation:
Relative energy (zero: lowest compared OMol25 entry of this formula, charge and spin) = 163.5 kJ/mol
SMILES string = C=C=CC(C)C
Maximum force = 0.46 eV Å⁻¹
E_LUMO = 1.087 eV
Orbital gap = 10.36 eV
M = 82.15 g/mol

No. 4
The following is a DFT calculation (the ωB97M-V functional and the def2-TZVPD basis) of a 2-piece molecular cluster, C2HF3N2O overall at a distorted geometry.

```
9
Properties=species:S:1:pos:R:3:lowdin_charge:R:1
C -3.0778 1.9262 -2.0551 -0.073
C 0.1234 -0.0495 0.4475 -0.331
N -2.9102 1.0097 -2.8856 0.019
N -2.9715 -0.1000 -3.3598 0.097
O -0.9133 0.0631 -0.1301 0.093
F -2.9661 3.2113 -2.3407 0.060
F 0.4296 -1.1026 1.1914 0.076
F -1.8402 -0.9421 -3.0568 -0.096
H 0.9752 0.6911 0.5696 0.155
```

Values from the calculation:
Relative energy (zero: lowest compared OMol25 entry of this formula, charge and spin) = 355.8 kJ/mol
Maximum force = 1.69 eV Å⁻¹
E_LUMO (alpha / beta) = -0.846 / -0.847 eV
Orbital gap (alpha / beta) = 9.19 / 9.19 eV
M = 126.04 g/mol

No. 5
The following is a DFT calculation (the ωB97M-V functional and the def2-TZVPD basis) of one molecule with the formula C5H12N2O at a distorted geometry.

```
20
Properties=species:S:1:pos:R:3:lowdin_charge:R:1
C 0.0323 0.8928 1.8131 -0.066
C -0.0094 -0.1151 0.6683 -0.386
C -0.7674 0.4993 -0.5195 -0.188
C 0.0628 1.3498 -1.4559 -0.274
N 1.0286 0.4251 -2.1021 -0.014
N -0.3057 -1.4334 1.1864 0.040
C 0.1129 -2.6013 0.5624 -0.326
O -0.3606 -3.6490 0.9436 0.009
H -0.4672 0.5350 2.7196 0.073
H 0.9965 1.2288 2.1986 0.074
H -0.4871 1.8514 1.6916 0.075
H 1.0855 -0.2668 0.4379 0.143
H -1.6504 1.0709 -0.1922 0.109
H -1.3674 -0.2120 -1.1504 0.123
H -0.5837 1.8480 -2.1581 0.097
H 0.7135 2.0475 -0.8987 0.119
H 0.4433 -0.1955 -2.6524 0.063
H 1.8051 0.7737 -2.6446 0.061
H -1.0942 -1.5361 1.8077 0.137
H 0.8126 -2.5132 -0.2552 0.129
```

Values from the calculation:
Relative energy (zero: lowest compared OMol25 entry of this formula, charge and spin) = 161.6 kJ/mol
SMILES string = C[C@H](CCN)NC=O
Maximum force = 2.75 eV Å⁻¹
E_LUMO = 0.921 eV
Orbital gap = 10.23 eV
M = 116.16 g/mol

No. 6
The following is a DFT calculation (the ωB97M-V functional and the def2-TZVPD basis) of C18H24AuIN4OTe as an isolated structure at a distorted geometry.

```
50
Properties=species:S:1:pos:R:3:lowdin_charge:R:1
C 1.3370 -1.3589 -4.2548 -0.856
I 0.8815 -0.2921 -5.8685 -0.198
H 1.8108 -2.2289 -4.9176 0.003
H 1.8617 -0.7320 -3.5209 -0.059
H 0.3739 -1.4984 -3.6719 -0.047
C -3.5559 -0.0660 -0.0574 -0.090
C -3.5627 -1.2697 -0.6571 -0.063
N -2.2188 -1.5514 -0.9829 -0.143
C -1.4288 -0.5198 -0.6544 -0.343
N -2.2447 0.3576 0.0002 -0.138
H -4.3678 0.5235 0.3055 0.105
H -4.3552 -1.9159 -0.9428 0.093
C 3.7309 2.4917 -1.1703 -0.094
C 2.3674 0.7091 -0.8993 -0.380
N 2.4221 2.0688 -1.0860 -0.170
H 5.5883 1.3048 -0.9715 0.100
N 3.6478 0.3392 -0.6800 -0.143
H 3.9778 3.5076 -1.4522 0.108
Au 0.5437 -0.1681 -0.8789 0.711
C 1.4033 -2.8927 0.2933 -0.164
O 1.6481 -3.1335 -0.8896 -0.151
C 4.5106 1.4254 -0.9425 -0.078
C 4.1593 -0.9781 -0.2860 -0.053
H 5.2162 -0.8610 -0.0483 0.075
H 4.1058 -1.6855 -1.1183 0.079
H 3.6486 -1.3645 0.6047 0.026
C 1.2678 2.9156 -1.1790 -0.101
H 1.5652 3.8694 -1.6276 0.079
H 0.7795 3.1070 -0.2026 0.076
H 0.5015 2.4184 -1.8164 0.058
C -1.8465 1.6235 0.5817 -0.040
H -2.4832 2.4389 0.2174 0.088
H -0.7933 1.8342 0.3345 0.039
H -1.9298 1.5691 1.6702 0.062
C -1.8017 -2.7713 -1.6575 -0.046
H -1.4738 -2.5519 -2.6868 0.079
H -2.6654 -3.4295 -1.7009 0.074
H -0.9965 -3.3061 -1.1220 0.067
Te 1.2212 -0.6538 2.2734 0.582
C -0.6215 -0.1955 3.1878 -0.740
C -1.7482 -1.0361 3.0400 -0.179
C -3.0123 -0.6350 3.5078 -0.129
C -3.1354 0.5929 4.1687 -0.158
C -2.0167 1.4118 4.3821 -0.133
C -0.7500 1.0003 3.9071 -0.213
H -1.5941 -1.9918 2.5363 0.082
H -3.8914 -1.2896 3.3745 0.093
H -4.0962 0.8915 4.5692 0.073
H -2.1170 2.3784 4.9469 0.098
H 0.1367 1.5983 4.0425 0.061
```

Values from the calculation:
Net charge = -2
Multiplicity = 3
Maximum force = 8.45 eV Å⁻¹
E_LUMO (alpha / beta) = 3.416 / 4.026 eV
Orbital gap (alpha / beta) = 1.17 / 5.32 eV
M = 763.89 g/mol

Q: What is the maximum force in the second record?
A: 2.31 eV Å⁻¹